No. 1
Molecular formula: C4H22N2O8
Method: DFT, the ωB97M-V functional and the def2-TZVPD basis

Atoms and positions in Å:
N -1.5509 -2.4725 1.8674
C -0.5190 -1.7745 1.3501
O -0.5677 -0.4923 1.4770
C 0.5997 -2.5832 0.4877
N 1.8144 -2.7113 1.3359
C 0.7982 -1.6938 -0.7867
C -0.5191 -1.8894 -1.7091
O -1.6693 -1.8491 -0.8094
H -1.7046 -3.4117 1.5742
H -2.3336 -1.9933 2.1936
H 0.0649 -3.6129 0.2971
H 2.4993 -3.2556 0.8732
H 2.2401 -1.8134 1.4586
H 1.1318 -0.6179 -0.6866
H 1.6512 -2.2210 -1.2958
H -0.6177 -2.9287 -2.1259
H -0.5636 -1.1156 -2.4990
H -1.8297 -0.9873 -0.4613
O 2.6661 3.0763 -0.4248
H 3.5360 3.1429 -0.9906
H 2.7321 2.2305 0.1246
O -0.1850 3.5699 1.9317
H 0.3176 3.6060 1.0563
H -1.0434 3.4277 1.6596
O -0.7056 1.1266 -3.1821
H -1.5917 1.0940 -2.7861
H -0.2475 1.8568 -2.6900
O 1.9045 0.4175 0.9433
H 1.9020 1.1063 1.6340
H 0.9903 0.0011 1.1693
O 0.0678 2.6041 -0.6356
H 0.7133 3.1508 -1.0618
H 0.5081 2.0888 -0.0307
O -2.4941 1.5557 -1.0832
H -2.0347 1.6012 -0.2497
H -2.4583 2.5151 -1.3731

Values from the calculation:
Kohn-Sham gap	9.75	eV
F_max	4.13	eV/Å
SMILES	NC(=O)[C@H](N)CCO.O.O.O.O.O.O
energy above the lowest of the compared OMol25 structures with the same formula, charge and spin	2.0952	eV
highest occupied orbital energy	-9.482	eV
multiplicity	1
calculated total energy	-877.0017	Eh
total charge	0
LUMO level	0.27	eV

The natural (NBO) scheme yields these atomic charges, measured in e: atom 1 (N): -0.775, atom 2 (C): 0.729, atom 3 (O): -0.734, atom 4 (C): -0.112, atom 5 (N): -0.836, atom 6 (C): -0.477, atom 7 (C): -0.077, atom 8 (O): -0.751, atom 9 (H): 0.395, atom 10 (H): 0.398, atom 11 (H): 0.214, atom 12 (H): 0.358, atom 13 (H): 0.378, atom 14 (H): 0.259, atom 15 (H): 0.208, atom 16 (H): 0.177, atom 17 (H): 0.221, atom 18 (H): 0.478, atom 19 (O): -0.996, atom 20 (H): 0.493, atom 21 (H): 0.501, atom 22 (O): -0.948, atom 23 (H): 0.477, atom 24 (H): 0.458, atom 25 (O): -0.974, atom 26 (H): 0.490, atom 27 (H): 0.477, atom 28 (O): -1.031, atom 29 (H): 0.472, atom 30 (H): 0.510, atom 31 (O): -0.972, atom 32 (H): 0.500, atom 33 (H): 0.481, atom 34 (O): -0.952, atom 35 (H): 0.482, atom 36 (H): 0.479

***

No. 2
Molecular formula: C5H10NO
Method: DFT, the ωB97M-V functional and the def2-TZVPD basis

Atoms and positions in Å:
C 2.0091 -1.2562 -0.3308
C -0.1863 -0.9649 0.7352
C -0.7608 0.4296 0.3692
C 0.4597 0.5996 -0.5158
C -2.1554 0.3899 -0.2470
N 0.9166 -0.6613 -0.1130
O 1.4276 1.7993 0.4926
H 2.8201 -1.0794 -1.1308
H 2.1897 -2.2234 0.0610
H 0.1823 -1.1333 1.7747
H -0.7083 -1.8657 0.5036
H -0.5972 1.1601 1.1524
H 0.4325 0.9463 -1.5133
H -2.1212 -0.1338 -1.3025
H -2.3966 1.5309 -0.3505
H -2.8876 -0.1753 0.3119
H 1.3758 2.6378 0.1030

Values from the calculation:
Kohn-Sham gap	9.24	eV
F_max	5.76	eV/Å
energy above the lowest of the compared OMol25 structures with the same formula, charge and spin	4.5497	eV
highest occupied orbital energy	-15.072	eV
multiplicity	1
calculated total energy	-326.1146	Eh
total charge	+1
LUMO level	-5.83	eV

The natural (NBO) scheme yields these atomic charges, measured in e: atom 1 (C): 0.173, atom 2 (C): -0.232, atom 3 (C): -0.262, atom 4 (C): 0.265, atom 5 (C): -0.619, atom 6 (N): -0.267, atom 7 (O): -0.745, atom 8 (H): 0.260, atom 9 (H): 0.221, atom 10 (H): 0.251, atom 11 (H): 0.248, atom 12 (H): 0.279, atom 13 (H): 0.244, atom 14 (H): 0.217, atom 15 (H): 0.246, atom 16 (H): 0.247, atom 17 (H): 0.475